Density functional theory data (the ωB97M-V functional and the def2-TZVPD basis) for a structure of composition C11H24ClErI2N2P2 in a non-equilibrium geometry.

```
43
Properties=species:S:1:pos:R:3:forces:R:3
I 1.07554 3.53202 -1.97408 -0.4 2.4 -2.6
I 1.42667 1.44413 -3.42659 0.3 -1.2 -1.2
Er 0.39504 0.94598 -0.53014 -1.6 -3.7 3.5
P 2.53021 -0.63587 0.84514 1.1 0.7 -0.8
C 3.97594 0.28316 0.13450 -0.2 0.0 0.5
C 2.67419 -0.41635 2.65808 -0.3 0.0 -0.2
H 3.64346 -0.75336 3.03732 -0.1 -0.1 -0.2
H 3.91137 -2.70357 1.07168 0.1 0.4 0.1
H 1.88775 -1.02600 3.13461 0.2 0.5 -0.1
H 2.18071 -3.03184 0.94159 0.2 0.2 -0.1
H 3.80269 1.36404 0.34331 0.3 -0.6 -0.2
H 2.58245 0.65235 2.89247 -0.2 -0.3 0.1
C 2.99499 -2.38905 0.57348 -0.9 -0.3 -0.4
H 4.90820 -0.06263 0.61436 -0.2 0.4 -0.5
H 3.10698 -2.58500 -0.50323 -0.1 0.1 0.3
H 3.97978 0.10801 -0.96039 0.2 0.1 0.6
P -2.60253 0.49223 -0.77869 -0.2 1.0 -1.4
C -2.92710 1.75955 -2.10711 0.0 -0.1 0.5
C -3.42409 -0.98563 -1.48657 0.7 -0.6 0.2
H -3.67068 0.18457 1.35661 0.1 0.4 -0.1
H -4.75351 1.07928 0.27292 0.1 -0.1 -0.2
H -3.38531 1.94548 0.98803 -0.1 -0.4 0.1
C -3.71477 0.97472 0.59095 0.4 0.0 0.2
H -3.26613 -1.83511 -0.80719 0.0 0.2 -0.2
H -4.49779 -0.87230 -1.63099 0.0 0.4 0.1
H -4.01138 1.86377 -2.28050 0.5 0.2 -0.2
H -2.39299 1.43048 -3.02589 -0.5 0.3 0.5
H -2.97280 -1.24197 -2.45539 -0.1 0.1 0.3
H -2.48921 2.72220 -1.75374 -0.5 -0.5 -0.4
Cl -0.50111 -1.07662 0.86712 0.1 -0.3 -0.7
N 1.50001 3.00541 0.86114 -0.3 -0.2 -1.8
C 0.51467 2.84387 1.80554 0.0 0.8 2.4
C 0.44740 3.72444 2.87244 -0.2 -0.3 0.5
C -0.27007 3.30547 3.99654 -0.3 -0.3 0.2
C -0.92458 2.03697 4.00439 0.6 0.4 -0.3
C -0.81459 1.29607 2.84938 -0.3 -0.4 0.0
N -0.12865 1.72312 1.76083 -0.7 -1.6 -0.7
H 1.11923 2.95298 -0.11523 0.6 0.2 2.4
H 1.75079 3.96859 0.84899 1.1 1.0 0.2
H 1.06141 4.61596 2.74396 -0.4 0.1 0.8
H -0.29525 3.90461 4.90621 0.0 0.0 -0.3
H -1.44054 1.56474 4.86640 0.5 0.8 -0.6
H -1.20828 0.27769 2.80911 0.0 0.5 -0.3
```
Forces are in eV/Å.

Summary:
LUMO (alpha / beta) ... -9.20 / -9.20 eV
HOMO (alpha / beta) ... -14.1 / -14.1 eV
Spin multiplicity ... 4
Charge ... +2
E_tot ... -89686.14601 eV
HOMO-LUMO gap (alpha / beta) ... 0.1801 / 0.1800 Ha